Entry 1:
Formula: C2H9N6
Source: the Open Molecules 2025 dataset
Level of theory: ωB97M-V/def2-TZVPD

The spin multiplicity is 1. As for the total energy: -11148.8044 eV. The value obtained for the energy above the lowest of the compared OMol25 structures with the same formula, charge and spin is 3.294 eV. The calculation puts the HOMO-LUMO gap (alpha / beta) at 9.4 / 9.4 eV. Its total charge is +1.

```
17
Properties=species:S:1:pos:R:3:forces:R:3:nbo_charge:R:1
N -1.12284 0.17539 0.50296 3.08 -4.05 0.93 -0.04
N 0.08419 -0.31253 -0.74356 -2.23 -1.21 0.36 -0.10
N -0.23968 0.31207 1.57894 1.77 -1.27 2.70 -0.47
N -0.28087 -0.13179 -1.95260 -0.48 -1.06 -1.41 -0.53
N 2.35336 0.16887 -0.87033 0.58 -0.65 -3.16 -0.57
N -1.89269 -0.99065 0.53499 -0.32 0.10 -0.16 -0.67
C 1.11053 0.81720 1.04450 -2.89 -0.06 1.02 -0.28
C 1.25074 0.20855 -0.28307 1.04 1.14 0.28 0.33
H 0.11524 0.66439 -2.41636 -0.08 0.30 -0.71 0.38
H 1.96647 0.59169 1.63245 0.34 -0.22 0.89 0.27
H 2.27783 -0.21530 -1.90306 0.22 0.67 2.64 0.35
H -1.24760 -1.83844 0.64686 -1.79 1.74 0.07 0.42
H 0.91986 1.88966 1.03369 0.71 0.15 -0.48 0.24
H -0.21987 -0.53777 2.27785 -0.16 2.05 -2.32 0.41
H -1.59719 1.01793 0.43305 -1.74 1.87 -0.87 0.41
H -0.63392 -0.95598 -2.47680 0.30 1.13 0.52 0.42
H -2.84355 -0.86329 0.96047 1.66 -0.64 -0.28 0.43
```
Positions in Å, forces in eV/Å.

Entry 2:
Formula: C2H9NO
Source: the Open Molecules 2025 dataset
Level of theory: ωB97M-V/def2-TZVPD

The spin multiplicity is 1. As for the total energy: -5755.0119 eV. The value obtained for the energy above the lowest of the compared OMol25 structures with the same formula, charge and spin is 2.511 eV. The calculation puts the HOMO-LUMO gap at 11.4 eV. As for the SMILES: [H][H].C1CO1.N.

```
13
Properties=species:S:1:pos:R:3:forces:R:3:nbo_charge:R:1
O -1.58183 -1.31100 0.52389 0.00 -0.18 -0.01 -0.49
N 2.46776 2.63463 -1.46503 0.14 -0.05 -0.23 -1.06
C -1.41541 -1.23692 -0.90737 0.43 0.26 0.78 -0.12
C -1.20570 -2.48017 -0.15833 -0.05 -0.67 -0.99 -0.11
H -0.21043 -2.87822 0.02195 0.16 0.44 0.03 0.18
H -0.53570 -0.69632 -1.23152 -0.04 0.20 -0.01 0.18
H -0.56214 1.19941 4.95473 0.18 0.59 -0.20 0.00
H 3.45373 2.38929 -1.44888 -0.14 -0.26 -0.16 0.35
H -2.34848 -0.99313 -1.39298 -0.01 -0.33 -0.35 0.19
H -0.76115 0.54106 5.18245 -0.18 -0.59 0.20 0.00
H 2.47757 3.63107 -1.32051 -0.24 0.38 0.13 0.35
H -1.89742 -3.30047 -0.34362 -0.47 0.29 0.56 0.17
H 2.11920 2.50078 -2.41478 0.23 -0.07 0.25 0.35
```
Positions in Å, forces in eV/Å.

Entry 3:
Formula: C2H9NO
Source: the Open Molecules 2025 dataset
Level of theory: ωB97M-V/def2-TZVPD

The spin multiplicity is 1. As for the total energy: -5756.5404 eV. The value obtained for the energy above the lowest of the compared OMol25 structures with the same formula, charge and spin is 0.983 eV. The calculation puts the HOMO-LUMO gap at 10.3 eV. As for the SMILES: COC.N.

```
13
Properties=species:S:1:pos:R:3:forces:R:3:nbo_charge:R:1
O -0.30077 0.04585 -0.43412 -0.93 -0.21 0.15 -0.58
N -0.15693 -1.12025 2.15090 -0.83 0.15 -1.35 -1.11
C 0.11668 1.38936 -0.27260 -0.43 -0.37 -0.88 -0.26
C 0.04912 -0.62921 -1.63902 0.57 0.43 1.32 -0.24
H -0.64840 1.90726 0.31658 0.30 -0.17 0.13 0.19
H -0.30556 -1.65595 -1.53877 0.09 0.13 0.01 0.20
H 1.14772 -0.60738 -1.67081 -0.19 -0.20 -0.71 0.17
H -0.44137 -0.15540 -2.47831 0.14 0.16 -0.47 0.17
H -1.06759 -1.04250 2.59292 0.63 -0.04 0.70 0.36
H 0.10580 1.86407 -1.26674 0.49 0.17 0.33 0.17
H -0.24571 -0.51378 1.32292 0.47 -0.69 0.46 0.38
H 0.65574 -0.87909 2.68694 -0.25 0.25 0.56 0.36
H 1.09127 1.39701 0.23011 -0.05 0.40 -0.26 0.18
```
Positions in Å, forces in eV/Å.

Entry 4:
Formula: C2H9NO2
Source: the Open Molecules 2025 dataset
Level of theory: ωB97M-V/def2-TZVPD

The spin multiplicity is 1. As for the total energy: -7803.7767 eV. The value obtained for the energy above the lowest of the compared OMol25 structures with the same formula, charge and spin is 0.949 eV. The calculation puts the HOMO-LUMO gap at 9.9 eV. As for the SMILES: NCCO.O.

```
14
Properties=species:S:1:pos:R:3:forces:R:3:nbo_charge:R:1
O 2.38926 -0.95115 0.83094 0.22 0.45 0.18 -0.70
O -3.38181 -0.91166 0.16853 -0.25 -1.59 -1.31 -0.94
N -0.28223 1.10184 -0.75837 2.99 0.87 -2.24 -0.85
C 1.31021 -0.49155 0.06041 -2.88 -5.29 1.52 -0.06
C 1.02330 0.88874 -0.06888 -1.18 4.28 0.79 -0.26
H -3.42722 -1.48786 -0.65109 0.21 1.26 1.21 0.47
H 2.92990 -0.18965 0.99738 0.74 0.42 0.35 0.46
H 1.83864 1.44313 -0.58242 -0.50 -0.25 0.14 0.19
H -3.66673 -1.55434 0.83516 0.10 0.38 0.11 0.47
H 1.35421 -0.95917 -0.87902 0.28 -0.47 -1.64 0.17
H 0.35152 -1.06978 0.52830 1.76 1.52 -0.85 0.14
H 0.90690 1.32632 0.96040 0.60 -0.10 -0.58 0.16
H -0.35171 2.00563 -1.28849 -0.17 -1.48 1.35 0.38
H -0.99425 0.84952 -0.15285 -1.93 0.02 0.97 0.37
```
Positions in Å, forces in eV/Å.

Entry 5:
Formula: C2H9NO2
Source: the Open Molecules 2025 dataset
Level of theory: ωB97M-V/def2-TZVPD

The spin multiplicity is 1. As for the total energy: -7803.5209 eV. The value obtained for the energy above the lowest of the compared OMol25 structures with the same formula, charge and spin is 1.205 eV. The calculation puts the HOMO-LUMO gap at 10.6 eV. As for the SMILES: C=NC.O.O.

```
14
Properties=species:S:1:pos:R:3:forces:R:3:nbo_charge:R:1
O 2.27338 0.66056 0.41451 0.10 -0.29 0.08 -0.95
O 0.81467 0.91012 -2.49854 0.02 0.35 0.27 -0.93
N -0.63390 -0.32890 0.74845 0.26 0.60 -0.43 -0.41
C -1.36566 -1.52476 0.87514 1.32 -3.46 2.17 -0.46
C -0.94099 0.65670 0.02126 0.83 0.72 1.91 -0.09
H -1.10387 -1.98398 1.95761 -0.89 1.22 -2.13 0.20
H 0.47236 0.90287 -1.59719 -0.04 -0.35 -0.04 0.46
H 2.50614 0.90631 1.31442 0.02 0.13 0.02 0.47
H -2.43397 -1.57488 0.74574 -0.52 0.57 -0.21 0.19
H 1.48678 1.59255 -2.39663 0.23 -0.05 -0.34 0.47
H 1.96497 -0.25301 0.51428 -0.12 0.32 -0.14 0.48
H -0.92858 -2.36450 0.26578 -0.25 1.00 0.07 0.22
H -0.32664 1.54413 0.22822 0.14 -0.21 -0.58 0.18
H -1.78471 0.85678 -0.59306 -1.09 -0.54 -0.65 0.16
```
Positions in Å, forces in eV/Å.

Entry 6:
Formula: C2H9NO2
Source: the Open Molecules 2025 dataset
Level of theory: ωB97M-V/def2-TZVPD

The spin multiplicity is 1. As for the total energy: -7803.6240 eV. The value obtained for the energy above the lowest of the compared OMol25 structures with the same formula, charge and spin is 1.102 eV. The calculation puts the HOMO-LUMO gap at 11.0 eV. As for the SMILES: NCCO.O.

```
14
Properties=species:S:1:pos:R:3:forces:R:3:nbo_charge:R:1
O 1.65226 -2.13009 1.58033 0.99 -0.29 -1.50 -0.93
O -0.17635 -0.96154 -0.32570 1.88 0.77 1.17 -0.76
N -0.88858 1.84991 0.42040 -5.43 1.66 1.45 -0.79
C 0.27868 0.31958 -0.90801 -1.82 -3.46 -2.83 -0.07
C -0.88046 1.26183 -0.88352 1.19 -0.36 -1.26 -0.25
H -1.08906 -1.13609 -0.49300 -0.84 0.13 -0.38 0.47
H 1.96095 -2.20727 0.64070 -0.30 -0.38 1.27 0.46
H 0.50140 -0.05617 -1.92622 0.10 1.01 -0.03 0.17
H 1.19455 -1.30118 1.48168 -0.70 0.52 0.32 0.47
H -1.69720 0.57224 -1.18947 -0.31 0.89 0.22 0.16
H -1.75931 2.51842 0.29418 2.42 -0.57 0.63 0.34
H -0.81748 2.09637 -1.61513 0.18 -0.73 0.19 0.20
H 1.19388 0.57651 -0.48027 1.12 0.72 1.22 0.19
H -1.46427 1.23243 1.05688 1.53 0.11 -0.47 0.35
```
Positions in Å, forces in eV/Å.

Entry 7:
Formula: C2H9NO2P2
Source: the Open Molecules 2025 dataset
Level of theory: ωB97M-V/def2-TZVPD

The spin multiplicity is 1. As for the total energy: -26381.7165 eV. The value obtained for the energy above the lowest of the compared OMol25 structures with the same formula, charge and spin is 2.028 eV. The calculation puts the HOMO-LUMO gap at 9.0 eV.

```
16
Properties=species:S:1:pos:R:3:forces:R:3:nbo_charge:R:1
P -0.38178 -0.33646 -1.61855 -2.25 -2.44 4.29 1.83
P 0.47028 0.11155 1.45542 1.64 1.90 2.03 1.85
O 0.48453 0.53190 -2.34758 1.65 1.76 -0.82 -1.00
O 0.06924 -0.15257 2.84371 -0.04 -0.62 1.24 -1.12
N 0.07062 -1.16749 0.52221 1.54 2.39 -4.58 -1.20
C 2.27962 0.47775 1.13663 -1.33 -0.14 0.78 -0.99
C -2.11972 0.03572 -1.32846 -0.46 1.46 -1.64 -1.07
H 2.91170 -0.11905 1.79383 -0.17 0.04 0.15 0.25
H -2.24244 1.09506 -1.15376 0.42 0.49 1.20 0.27
H -2.66600 0.18172 -2.34743 0.66 -1.66 1.46 0.28
H -2.52589 -0.56788 -0.49221 -0.10 0.26 -1.02 0.28
H -0.77853 -1.51208 0.85556 -1.94 -0.78 0.55 0.38
H 2.56887 1.54118 1.16643 -0.43 -0.50 0.05 0.24
H -0.07502 1.42914 1.31598 -0.22 -0.41 -1.35 -0.13
H 2.37228 0.07663 0.16938 0.72 -0.26 -1.59 0.23
H -0.43779 -1.62511 -1.97116 0.30 -1.49 -0.73 -0.10
```
Positions in Å, forces in eV/Å.

Entry 8:
Formula: C2H9NO2P2
Source: the Open Molecules 2025 dataset
Level of theory: ωB97M-V/def2-TZVPD

The spin multiplicity is 1. As for the total energy: -26382.5384 eV. The value obtained for the energy above the lowest of the compared OMol25 structures with the same formula, charge and spin is 1.206 eV. The calculation puts the HOMO-LUMO gap at 9.7 eV.

```
16
Properties=species:S:1:pos:R:3:forces:R:3:nbo_charge:R:1
P -0.93349 -0.64909 0.16710 -0.91 0.85 -2.77 1.56
P 2.14034 -0.38063 0.04463 1.66 -0.49 -2.10 2.16
O 0.03978 -0.36254 -0.92606 1.69 -0.43 -0.67 -1.12
O 1.72626 -1.30622 1.10349 -1.07 0.02 0.82 -1.11
N 3.29584 -0.60750 -0.95050 -0.81 0.51 -0.24 -1.31
C 1.94115 1.39916 0.31675 2.30 -1.80 -1.20 -1.00
C -2.56515 -0.31294 -0.53631 0.11 -2.69 -0.76 -0.99
H -0.82375 0.38351 0.99549 0.04 0.78 2.28 -0.09
H -3.28826 -0.21969 0.26465 -0.59 -0.47 -0.16 0.24
H 3.67655 -1.40315 -1.47314 -0.64 0.44 0.94 0.41
H 0.96898 1.66083 0.49565 -2.22 0.61 1.79 0.23
H -0.89335 -1.89322 0.69922 -0.04 -0.80 0.87 -0.03
H 2.10467 1.90200 -0.60726 0.68 0.10 -0.93 0.26
H -2.76329 -1.07495 -1.40545 -0.05 1.19 2.01 0.26
H -2.49358 0.61732 -1.01705 0.30 1.42 -0.57 0.25
H 2.79383 1.57774 0.95932 -0.46 0.78 0.71 0.26
```
Positions in Å, forces in eV/Å.

Entry 9:
Formula: C2H9NO3
Source: the Open Molecules 2025 dataset
Level of theory: ωB97M-V/def2-TZVPD

The spin multiplicity is 2. As for the total energy: -9850.1196 eV. The value obtained for the energy above the lowest of the compared OMol25 structures with the same formula, charge and spin is 1.582 eV. The calculation puts the HOMO-LUMO gap (alpha / beta) at 2.3 / 5.7 eV. Its total charge is -1.

```
15
Properties=species:S:1:pos:R:3:forces:R:3:nbo_charge:R:1
O -2.08996 -2.65897 1.25919 -1.13 -0.36 0.47 -0.79
O 4.18773 5.05871 0.96964 0.91 0.30 -0.78 -0.96
O 3.10147 -2.01725 -2.49662 0.13 0.01 -0.17 -0.94
N -2.13804 0.77914 0.00483 -0.40 -1.23 -1.17 -0.85
C -2.89440 -0.54022 0.22026 0.97 0.71 1.11 -0.31
C -1.87744 -1.59253 0.58199 0.53 -0.60 -0.28 0.02
H -0.80000 -1.57765 0.27030 -0.65 1.15 -0.68 0.07
H -3.66970 -0.55777 -0.58490 0.45 -0.91 -0.90 0.08
H 3.28858 4.97148 0.65104 -0.19 -0.16 0.67 0.48
H 4.29436 4.95865 1.91418 -0.72 -0.15 0.10 0.48
H -1.45346 0.49107 -0.73966 -0.54 0.48 0.95 0.33
H -3.61324 -0.40894 1.03935 0.46 -0.04 0.64 0.16
H -2.86117 1.23651 -0.55199 0.31 0.81 -0.12 0.30
H 3.34686 -2.92234 -2.71306 -0.05 0.05 0.10 0.46
H 3.49749 -1.84048 -1.63874 -0.08 -0.05 0.05 0.47
```
Positions in Å, forces in eV/Å.

Entry 10:
Formula: C2H9NO4
Source: the Open Molecules 2025 dataset
Level of theory: ωB97M-V/def2-TZVPD

The spin multiplicity is 1. As for the total energy: -11900.0964 eV. The value obtained for the energy above the lowest of the compared OMol25 structures with the same formula, charge and spin is 0.733 eV. The calculation puts the HOMO-LUMO gap at 11.0 eV. As for the SMILES: O=CNCO.O.O.

```
16
Properties=species:S:1:pos:R:3:forces:R:3:nbo_charge:R:1
O 2.11752 -0.71037 -0.20590 -0.76 1.04 1.91 -0.67
O 0.23571 -1.84668 -1.78390 0.85 -0.79 -1.56 -0.98
O -2.04486 0.60066 1.90860 -3.17 -1.09 3.53 -0.97
O -1.12222 0.34897 -0.85073 1.06 0.91 0.35 -0.78
N 0.60079 0.79137 0.75747 2.19 -1.25 -2.36 -0.63
C 1.59864 -0.17698 0.79366 -0.67 0.30 -0.56 0.55
C 0.04339 1.17904 -0.52733 0.05 -1.56 -0.78 0.06
H 1.89445 -0.43438 1.83482 -0.03 0.05 -0.51 0.13
H -2.89459 0.12289 2.33383 3.06 1.79 -1.39 0.48
H 0.94277 -1.76751 -1.11407 0.03 0.11 -0.40 0.51
H 0.70529 -2.08757 -2.64161 -0.95 0.57 1.78 0.49
H 0.02951 1.00477 1.51965 -0.59 0.08 1.76 0.42
H -0.73281 -0.47802 -1.24114 -0.39 0.63 0.12 0.51
H -0.12494 2.26545 -0.52797 -0.67 -0.59 -0.06 0.19
H -2.04295 0.26869 1.03828 0.12 -0.67 -2.26 0.49
H 0.79429 0.91967 -1.29366 -0.13 0.48 0.42 0.20
```
Positions in Å, forces in eV/Å.

Entry 11:
Formula: C2H9NO4
Source: the Open Molecules 2025 dataset
Level of theory: ωB97M-V/def2-TZVPD

The spin multiplicity is 1. As for the total energy: -11900.3985 eV. The value obtained for the energy above the lowest of the compared OMol25 structures with the same formula, charge and spin is 0.431 eV. The calculation puts the HOMO-LUMO gap at 10.4 eV. As for the SMILES: CNC(=O)O.O.O.

```
16
Properties=species:S:1:pos:R:3:forces:R:3:nbo_charge:R:1
O 6.43232 1.95801 1.97354 0.00 1.07 -0.63 -0.93
O -2.72954 -0.52785 -0.94337 -0.13 -0.68 0.60 -0.70
O 1.79238 3.84523 -1.10715 0.05 -0.26 -0.26 -0.93
O -1.53879 -2.22267 -1.80449 0.04 -0.08 0.16 -0.65
N -1.59993 -1.93149 0.45076 -0.79 0.94 -0.69 -0.63
C -1.92110 -1.62353 -0.82152 0.15 0.17 -0.58 0.87
C -2.28085 -1.31336 1.58202 0.94 -0.12 -0.01 -0.41
H 1.19733 4.51196 -1.44935 -0.17 0.15 -0.13 0.47
H -1.88872 -1.79243 2.47538 -0.37 -0.06 0.14 0.21
H -0.81062 -2.53391 0.46611 0.33 -0.48 0.73 0.41
H 2.01771 4.14739 -0.23116 0.11 0.11 0.39 0.46
H 6.23790 2.86667 1.66423 0.34 -0.76 0.03 0.47
H -3.12518 -0.68606 -1.80336 -0.12 0.43 -0.48 0.50
H -3.35270 -1.42466 1.46813 -0.10 -0.19 0.22 0.21
H 5.85702 1.88875 2.72709 -0.33 -0.31 0.60 0.46
H -2.06091 -0.25007 1.66242 0.05 0.08 -0.09 0.20
```
Positions in Å, forces in eV/Å.

Entry 12:
Formula: C2H9NO5
Source: the Open Molecules 2025 dataset
Level of theory: ωB97M-V/def2-TZVPD

The spin multiplicity is 1. As for the total energy: -13948.1578 eV. The value obtained for the energy above the lowest of the compared OMol25 structures with the same formula, charge and spin is 0.000 eV. The calculation puts the HOMO-LUMO gap at 10.8 eV. As for the SMILES: O=CNC=O.O.O.O.

```
17
Properties=species:S:1:pos:R:3:forces:R:3:nbo_charge:R:1
O 2.14588 0.87903 0.72777 0.47 0.08 0.39 -0.57
O -2.51410 -0.37720 0.88418 0.09 -0.46 0.50 -0.99
O 1.47888 0.71478 -1.73462 -0.05 0.09 -0.60 -0.98
O 1.62797 -1.75298 -0.20594 0.46 -0.39 -0.41 -0.55
O -1.18064 0.48333 -1.36823 -0.28 -0.05 0.07 -1.01
N 0.30407 -0.45947 1.12790 0.22 0.80 0.42 -0.68
C 0.64460 -1.62889 0.45788 -1.17 0.54 0.75 0.56
C 1.05850 0.69329 1.19596 -0.33 0.07 0.27 0.55
H -2.01914 -0.07769 0.10089 -0.22 0.45 -0.22 0.51
H -2.99055 0.35736 1.27703 0.00 0.16 -0.30 0.48
H 1.80067 0.08430 -1.07130 0.22 -0.02 -0.19 0.51
H -0.14229 -2.38331 0.63923 0.32 -0.20 -0.26 0.13
H -0.25725 0.55450 -1.69832 -0.01 0.04 0.07 0.52
H 1.92164 1.54370 -1.51099 -0.13 -0.23 -0.01 0.49
H -1.75122 0.19319 -2.08418 0.17 0.04 -0.17 0.48
H 0.50566 1.47154 1.75526 0.14 0.00 -0.03 0.11
H -0.63267 -0.29550 1.50746 0.10 -0.94 -0.28 0.44
```
Positions in Å, forces in eV/Å.